(1)
Density functional theory data (ωB97M-V with the def2-TZVPD basis set) for a structure of composition C21H21N6NiO2S.

Each line ends with the Mulliken spin population.
Geometry (Å):
Ni1 0.426 0.268 0.852  1.60
S1 1.685 2.626 0.463  0.04
O1 1.595 -0.163 -1.255  0.02
O2 -0.620 0.240 2.601  0.06
N1 0.543 0.639 -3.113  0.00
N2 0.858 3.769 -1.812  0.01
N3 2.377 -0.400 1.525  0.07
N4 -1.008 1.528 0.142  0.03
N5 -0.696 2.438 -0.870  0.01
N6 2.566 -0.489 -3.275  0.00
C1 -2.217 1.554 0.538  0.01
C2 -1.212 -3.404 -0.731  0.01
C3 0.040 -1.734 0.569  0.09
C4 1.704 -3.501 3.409  0.00
C5 0.704 -2.797 1.212  0.01
C6 -1.896 0.157 2.613  0.01
C7 1.560 0.016 -2.469  0.00
C8 0.457 -4.128 0.822  0.01
C9 0.506 2.924 -0.758  -0.01
C10 3.279 -1.264 3.595  0.01
C11 2.443 -1.428 2.494  -0.01
C12 -4.752 -0.007 2.780  0.01
C13 -4.145 0.685 1.757  0.00
C14 -0.491 -4.436 -0.142  -0.01
C15 -3.929 -0.639 3.732  0.00
C16 -2.560 -0.558 3.657  0.01
C17 1.636 -2.571 2.368  0.02
C18 3.335 -2.212 4.602  0.00
C19 -0.928 -2.090 -0.381  0.06
C20 2.539 -3.344 4.508  0.01
C21 -2.750 0.766 1.630  -0.02
H1 3.381 -0.787 -2.770  0.00
H2 -1.480 -1.298 -0.885  0.01
H3 -4.758 1.186 1.011  0.00
H4 2.550 -4.091 5.293  0.00
H5 2.434 -0.725 0.563  -0.01
H6 0.058 4.210 -2.244  0.00
H7 -1.977 -3.625 -1.472  0.00
H8 -1.926 -1.050 4.387  0.00
H9 -4.385 -1.201 4.540  0.00
H10 1.041 -4.358 3.380  0.00
H11 3.993 -2.064 5.450  0.00
H12 3.011 0.365 1.678  0.00
H13 1.032 -4.936 1.265  0.00
H14 -0.028 1.246 -2.533  0.00
H15 -5.831 -0.065 2.850  0.00
H16 1.594 4.404 -1.565  0.00
H17 -2.893 2.242 0.032  0.01
H18 3.877 -0.360 3.661  0.00
H19 0.687 0.942 -4.058  0.00
H20 -0.662 -5.469 -0.426  0.00
H21 2.735 -0.068 -4.169  0.00

Molar mass ... 480.2 g mol⁻¹
E_LUMO (spin up / spin down) ... 0.100 / 0.100 Ha
HOMO level (spin up / spin down) ... -3.720 / -3.921 eV
2S+1 ... 3
Kohn-Sham gap (spin up / spin down) ... 6.45 / 6.64 eV
Energy relative to the best compared isomer or geometry (same formula, charge and spin) ... 1.187 eV
Total energy ... -3198.4945 Eh
Maximum force ... 0.011 Eh/bohr
Net charge ... -1

---

(2)
Density functional theory data (ωB97M-V with the def2-TZVPD basis set) for an isolated molecule of C7H13N3OSi at a distorted geometry.

Each line ends with the Mulliken spin population.
Geometry (Å):
Si1 0.782 -0.741 0.457  0.00
O1 -2.001 0.240 0.872  0.09
N1 -0.388 -0.164 -0.817  0.02
N2 -1.616 1.928 -2.129  0.66
N3 -2.161 1.442 -0.980  0.05
C1 2.144 -1.561 -0.477  0.00
C2 1.230 0.930 1.350  0.00
C3 -1.626 0.418 -0.228  0.05
C4 -0.084 -1.958 1.582  0.00
C5 -3.452 2.992 -1.704  0.24
C6 -3.268 2.146 -0.678  0.68
C7 -2.419 2.866 -2.564  0.14
H1 0.392 1.527 1.202  0.00
H2 1.751 0.568 2.181  0.00
H3 -0.608 -1.387 2.328  0.00
H4 1.980 1.438 0.769  0.00
H5 -4.238 3.664 -1.926  0.02
H6 0.643 -2.732 1.865  0.00
H7 -2.171 3.360 -3.444  0.03
H8 -0.747 -2.339 0.882  0.00
H9 -0.277 0.493 -1.601  0.00
H10 1.896 -1.612 -1.650  0.00
H11 3.152 -1.256 -0.310  0.00
H12 1.972 -2.524 -0.227  0.00
H13 -3.892 2.057 0.271  0.03

Molar mass ... 183.3 g mol⁻¹
E_LUMO (spin up / spin down) ... 0.032 / -0.113 Ha
HOMO level (spin up / spin down) ... -5.591 / -9.068 eV
2S+1 ... 3
Kohn-Sham gap (spin up / spin down) ... 6.45 / 5.98 eV
Total energy ... -803.3706 Eh
Maximum force ... 0.136 Eh/bohr
Net charge ... 0

---

(3)
Density functional theory data (ωB97M-V with the def2-TZVPD basis set) for a cluster of 4 separate species, C2H12N2O3 in total at a distorted geometry.

Each line ends with the natural charge from an NBO analysis.
Geometry (Å):
O1 -1.679 -1.105 -1.560  -0.94
O2 1.709 -1.426 -3.918  -0.95
O3 1.353 -0.385 -0.929  -0.95
N1 1.205 1.758 1.371  -0.76
N2 -0.669 0.281 1.797  -0.64
C1 -1.786 -0.018 2.740  -0.43
C2 -0.043 1.496 1.812  0.28
H1 -1.489 0.181 3.751  0.20
H2 2.113 -0.187 -1.535  0.47
H3 1.084 -1.351 -3.178  0.48
H4 0.074 -0.332 1.487  0.41
H5 1.377 2.712 1.672  0.34
H6 -2.128 -0.494 -0.889  0.47
H7 1.102 0.543 -0.805  0.48
H8 1.261 -0.894 -4.612  0.47
H9 -1.408 -1.849 -1.012  0.47
H10 -2.691 0.531 2.408  0.21
H11 -2.294 -0.974 2.618  0.23
H12 -0.839 2.296 1.870  0.14

Molar mass ... 112.1 g mol⁻¹
E_LUMO ... 0.019 Ha
HOMO level ... -9.190 eV
Kohn-Sham gap ... 9.70 eV
Energy relative to the best compared isomer or geometry (same formula, charge and spin) ... 1.795 eV
Total energy ... -418.5731 Eh
Maximum force ... 0.085 Eh/bohr
Net charge ... 0

---

(4)
Density functional theory data (ωB97M-V with the def2-TZVPD basis set) for a structure of composition C35H47BrN4O4PPdSi at a distorted geometry.

Each line ends with the Mulliken charge.
Geometry (Å):
Pd1 -0.317 2.248 0.231  -0.10
Br1 -0.665 -0.580 -0.614  -0.06
P1 1.727 2.434 0.022  0.79
Si1 -0.607 -2.804 -0.440  -0.95
O1 -1.455 2.301 2.673  -0.56
O2 -6.667 0.324 1.145  -0.76
O3 -3.321 1.684 3.709  -0.65
O4 -5.603 0.793 3.083  -0.82
N1 -4.552 1.117 -0.331  0.11
N2 -2.576 1.909 0.160  0.09
N3 -0.188 4.682 -0.529  0.08
N4 2.046 4.069 -0.527  0.14
C1 -4.511 1.173 1.034  0.15
C2 2.226 -3.016 -0.248  -2.19
C3 -3.372 1.563 -0.824  0.04
C4 3.086 1.652 -0.941  0.27
C5 -2.610 1.915 2.631  0.29
C6 2.612 2.508 1.653  0.42
C7 -1.853 -3.400 -2.926  -1.96
C8 1.941 2.067 2.790  -0.16
C9 0.963 -3.166 0.612  3.09
C10 1.448 6.402 -0.775  -0.91
C11 -1.140 5.608 -0.594  -0.22
C12 2.551 2.131 4.040  -0.72
C13 0.956 -4.589 1.195  -1.88
C14 -0.493 -3.522 -2.222  2.55
C15 3.833 2.639 4.166  -0.44
C16 0.449 7.347 -0.842  -0.28
C17 3.640 0.464 -0.459  -0.49
C18 -3.269 1.669 1.328  0.42
C19 -3.451 -2.505 -0.110  -2.01
C20 -2.544 -4.774 0.388  -1.84
C21 -2.160 -2.868 1.942  -2.15
C22 0.507 -2.739 -3.090  -1.88
C23 -0.086 -5.003 -2.229  -1.73
C24 4.513 3.087 3.037  -0.72
C25 -3.027 1.629 -2.269  -1.22
C26 4.998 0.246 -2.435  -0.53
C27 4.447 1.418 -2.929  -0.65
C28 4.588 -0.230 -1.195  -0.44
C29 1.087 5.053 -0.603  0.28
C30 1.121 -2.170 1.776  -2.03
C31 3.905 3.016 1.795  -0.35
C32 -2.242 -3.270 0.459  2.68
C33 -5.713 0.713 1.828  0.65
C34 3.494 2.112 -2.191  -0.29
C35 -0.884 6.958 -0.746  -0.89
H1 0.865 -5.361 0.426  0.31
H2 -2.218 -2.369 -2.926  0.18
H3 2.997 4.405 -0.539  0.28
H4 -0.765 -5.629 -1.645  0.27
H5 0.707 8.392 -0.964  0.38
H6 -3.444 -4.988 0.978  0.53
H7 -3.320 -1.424 -0.025  0.24
H8 2.305 -3.784 -1.020  0.26
H9 0.466 -3.135 -4.113  0.55
H10 -2.155 5.230 -0.515  0.41
H11 -1.979 1.910 -2.354  0.09
H12 -2.619 -4.033 -2.477  0.33
H13 -1.735 -5.386 0.795  0.31
H14 4.458 3.342 0.918  0.21
H15 1.536 -2.826 -2.748  0.36
H16 5.739 -0.297 -3.010  0.39
H17 -3.169 0.660 -2.751  0.23
H18 -3.135 -3.044 2.410  0.63
H19 1.186 -1.139 1.424  0.17
H20 3.332 0.082 0.509  0.27
H21 -1.422 -3.450 2.496  0.36
H22 2.282 -2.036 -0.726  0.22
H23 -4.341 -2.772 0.472  0.59
H24 0.258 -1.678 -3.130  0.28
H25 1.900 -4.765 1.724  0.52
H26 -3.660 -2.741 -1.153  0.25
H27 5.517 3.485 3.128  0.38
H28 2.492 6.682 -0.842  0.34
H29 2.008 1.796 4.916  0.44
H30 0.149 -4.737 1.916  0.32
H31 3.056 3.015 -2.599  0.44
H32 -1.928 -1.807 2.065  0.29
H33 -2.741 -5.111 -0.632  0.29
H34 -1.692 7.676 -0.783  0.39
H35 2.052 -2.406 2.307  0.55
H36 -5.376 0.774 -0.803  0.21
H37 -4.278 1.331 3.472  0.44
H38 -1.740 -3.712 -3.971  0.62
H39 5.004 -1.148 -0.798  0.38
H40 -0.101 -5.377 -3.260  0.51
H41 4.304 2.693 5.141  0.36
H42 0.924 1.709 2.693  0.15
H43 4.752 1.798 -3.898  0.39
H44 0.310 -2.218 2.501  0.29
H45 -3.638 2.368 -2.793  0.38
H46 3.106 -3.115 0.399  0.71
H47 0.925 -5.156 -1.845  0.29

Molar mass ... 833.2 g mol⁻¹
E_LUMO ... 0.088 Ha
HOMO level ... -3.524 eV
Kohn-Sham gap ... 5.92 eV
Energy relative to the best compared isomer or geometry (same formula, charge and spin) ... 0.000 eV
Total energy ... -5214.8987 Eh
Maximum force ... 0.025 Eh/bohr
Net charge ... -1

---

(5)
Density functional theory data (ωB97M-V with the def2-TZVPD basis set) for the ion C8H14N3O2 with charge +1.

Each line ends with the natural charge from an NBO analysis.
Geometry (Å):
O1 1.846 1.654 -0.234  -0.57
O2 3.275 0.005 -0.669  -0.49
N1 -0.606 2.173 -0.501  -0.73
N2 0.539 -1.106 -1.917  -0.28
N3 2.155 0.426 -0.027  0.36
C1 2.080 -1.799 0.827  -0.66
C2 -2.536 -1.164 -0.442  -0.59
C3 -1.642 -0.051 -1.010  -0.34
C4 1.527 -0.425 0.713  0.20
C5 -0.786 0.529 1.325  -0.18
C6 0.388 -0.060 1.549  -0.20
C7 -1.410 1.050 0.049  -0.07
C8 -0.409 -0.628 -1.496  0.27
H1 -2.688 -1.938 -1.189  0.25
H2 -1.439 0.619 2.181  0.24
H3 -2.153 0.397 -1.874  0.26
H4 -0.822 2.370 -1.480  0.43
H5 3.686 0.779 -1.094  0.52
H6 0.520 1.936 -0.402  0.46
H7 -2.078 -1.612 0.435  0.23
H8 -2.404 1.435 0.304  0.24
H9 0.545 -0.407 2.566  0.25
H10 3.156 -1.771 0.994  0.26
H11 1.923 -2.332 -0.112  0.27
H12 -0.757 3.024 0.044  0.43
H13 -3.506 -0.756 -0.169  0.23
H14 1.597 -2.348 1.630  0.24

Molar mass ... 184.2 g mol⁻¹
E_LUMO ... -0.134 Ha
HOMO level ... -13.046 eV
Kohn-Sham gap ... 9.40 eV
Energy relative to the best compared isomer or geometry (same formula, charge and spin) ... 3.564 eV
Total energy ... -627.6223 Eh
Maximum force ... 0.016 Eh/bohr
Net charge ... +1

---

(6)
Density functional theory data (ωB97M-V with the def2-TZVPD basis set) for a cluster of 3 separate species, C17H24ClFN3O3P2 in total at a distorted geometry.

Each line ends with the natural charge from an NBO analysis.
Geometry (Å):
Cl1 -0.620 0.898 0.396  -0.15
P1 -1.464 -0.584 2.947  0.84
P2 -2.786 1.137 3.605  0.76
F1 -2.243 -2.272 6.065  -0.37
O1 -4.280 0.654 3.042  -0.98
O2 -4.111 -1.234 5.616  -0.56
O3 0.879 -2.444 4.950  -0.58
N1 4.305 1.164 -3.056  -0.41
N2 -1.969 1.140 -5.066  -0.42
N3 -0.474 -0.528 4.553  -0.85
C1 -1.688 -0.095 -5.476  0.02
C2 1.278 -0.118 1.999  -0.45
C3 0.238 -1.479 4.745  0.83
C4 3.031 0.961 -3.384  0.04
C5 3.584 -0.745 -4.949  -0.17
C6 -3.115 -1.717 5.174  0.88
C7 -2.457 2.625 2.567  -0.98
C8 4.915 -0.546 -4.620  -0.27
C9 -0.963 0.597 -2.955  -0.26
C10 2.618 0.022 -4.320  -0.26
C11 -1.050 -1.041 -4.688  -0.28
C12 -2.729 -1.866 3.754  -0.85
C13 -1.608 1.465 -3.825  0.03
C14 -0.680 -0.682 -3.400  -0.17
C15 2.270 0.385 3.063  -0.60
C16 5.219 0.416 -3.669  0.03
C17 -0.104 0.547 2.114  -0.43
H1 -0.179 -1.390 -2.752  0.23
H2 -1.499 3.061 2.843  0.22
H3 -1.991 -0.333 -6.490  0.19
H4 -3.228 3.347 2.838  0.23
H5 -0.847 -2.031 -5.075  0.21
H6 2.088 1.429 3.322  0.19
H7 1.720 0.088 1.028  0.21
H8 3.298 0.331 2.704  0.20
H9 -0.716 -1.731 2.467  -0.16
H10 1.570 -0.101 -4.547  0.23
H11 1.215 -1.203 2.106  0.21
H12 2.209 -0.182 3.988  0.21
H13 6.248 0.602 -3.380  0.19
H14 -2.542 2.477 1.490  0.22
H15 3.303 -1.488 -5.686  0.21
H16 0.064 1.487 2.630  0.20
H17 5.701 -1.124 -5.087  0.21
H18 -3.637 -1.947 3.167  0.24
H19 -2.236 -0.650 1.702  -0.17
H20 -0.687 0.908 -1.956  0.24
H21 2.306 1.583 -2.870  0.20
H22 -2.226 -2.833 3.676  0.23
H23 -1.851 2.476 -3.515  0.19
H24 -4.154 0.324 2.135  0.46

Molar mass ... 434.8 g mol⁻¹
E_LUMO ... 0.084 Ha
HOMO level ... -3.994 eV
Kohn-Sham gap ... 6.27 eV
Total energy ... -2294.9679 Eh
Maximum force ... 0.033 Eh/bohr
Net charge ... -1